No. 1
{"formula": "C31H38N6O5Pt", "method": "ωB97M-V/def2-TZVPD", "species": ["Pt", "C", "C", "C", "N", "C", "C", "C", "C", "C", "C", "C", "N", "C", "C", "C", "N", "C", "C", "C", "C", "C", "C", "C", "N", "C", "C", "H", "H", "H", "H", "H", "H", "H", "H", "H", "H", "H", "H", "H", "H", "H", "H", "H", "H", "H", "H", "H", "H", "H", "H", "H", "H", "O", "C", "O", "H", "C", "C", "C", "C", "C", "C", "O", "N", "C", "O", "N", "C", "O", "H", "H", "H", "H", "H", "H", "H", "H", "H", "H", "H"], "xyz": [[0.140, -0.106, -0.070], [2.671, -1.427, 3.028], [3.410, -1.195, 1.704], [2.994, 0.090, 0.963], [2.150, -0.108, -0.208], [2.671, -0.405, -1.392], [4.048, -0.624, -1.572], [4.740, -0.999, -2.707], [4.306, -1.258, -3.998], [3.012, -1.117, -4.468], [1.871, -0.682, -3.818], [1.679, -0.321, -2.480], [0.547, 0.233, -2.050], [-0.363, 0.903, -2.953], [-0.858, 2.167, -2.225], [0.148, 2.694, -1.191], [0.108, 1.887, 0.025], [0.357, 2.360, 1.222], [0.953, 3.619, 1.453], [0.825, 4.448, 2.549], [0.052, 4.273, 3.688], [-0.590, 3.103, 4.060], [-0.535, 1.834, 3.506], [0.047, 1.396, 2.304], [0.253, 0.123, 1.985], [0.142, -0.897, 3.023], [1.232, -1.954, 2.873], [3.241, -2.147, 3.619], [2.669, -0.492, 3.599], [4.485, -1.140, 1.893], [3.251, -2.055, 1.047], [2.458, 0.742, 1.645], [3.875, 0.651, 0.643], [4.657, -0.546, -0.683], [5.804, -1.139, -2.545], [5.051, -1.601, -4.703], [2.863, -1.379, -5.510], [0.973, -0.657, -4.421], [0.195, 1.188, -3.848], [-1.199, 0.272, -3.249], [-1.076, 2.960, -2.941], [-1.784, 1.949, -1.697], [1.165, 2.719, -1.597], [-0.131, 3.712, -0.914], [1.562, 3.981, 0.634], [1.362, 5.389, 2.477], [-0.054, 5.125, 4.347], [-1.193, 3.168, 4.960], [-1.078, 1.070, 4.046], [0.268, -0.412, 3.994], [-0.847, -1.354, 2.994], [1.037, -2.739, 3.607], [1.135, -2.418, 1.894], [-2.434, -0.897, -1.543], [-2.735, -0.200, -0.587], [-1.909, 0.342, 0.251], [-3.790, 0.019, -0.369], [-1.370, -4.652, 2.863], [-2.182, -4.810, 1.584], [-1.485, -4.289, 0.320], [-2.457, -4.446, -0.882], [-1.946, -3.949, -2.228], [-0.296, -5.163, 0.019], [-0.300, -6.372, 0.090], [0.809, -4.476, -0.400], [0.921, -3.105, -0.662], [1.900, -2.768, -1.301], [-0.018, -2.254, -0.145], [-1.125, -2.809, 0.485], [-1.877, -2.123, 1.146], [-1.822, -5.222, 3.675], [-1.320, -3.609, 3.173], [-0.350, -5.024, 2.737], [-3.138, -4.295, 1.676], [-2.382, -5.868, 1.410], [-3.380, -3.931, -0.607], [-2.679, -5.514, -0.946], [-1.812, -2.869, -2.237], [-2.665, -4.203, -3.008], [-0.999, -4.423, -2.499], [1.597, -5.018, -0.724]], "atomic_forces_ev_per_a": [[0.04, 1.20, 0.37], [-0.04, -0.01, -0.09], [-0.08, 0.03, 0.02], [-0.01, 0.00, -0.07], [0.12, -0.30, 0.10], [-0.16, 0.09, -0.05], [0.04, 0.02, -0.12], [0.04, -0.01, 0.09], [-0.06, -0.02, -0.05], [0.05, -0.01, -0.03], [0.03, 0.12, 0.06], [0.21, 0.19, 0.19], [-0.61, -1.14, -0.34], [0.00, 0.28, 0.28], [0.02, -0.05, 0.09], [-0.09, -0.03, 0.01], [0.90, -0.04, -0.15], [-0.36, -0.07, 0.19], [-0.10, -0.05, 0.03], [0.00, 0.05, 0.02], [0.03, 0.01, -0.04], [0.03, -0.07, 0.06], [0.01, 0.09, 0.01], [0.19, 0.00, -0.13], [-0.70, 0.15, 0.18], [0.19, -0.12, -0.13], [0.01, 0.09, -0.03], [0.04, 0.01, -0.02], [0.00, -0.03, 0.06], [-0.01, -0.02, 0.07], [0.06, 0.02, -0.04], [0.05, 0.04, 0.01], [0.00, -0.01, 0.00], [-0.02, 0.02, 0.00], [0.00, -0.01, 0.00], [0.00, 0.01, 0.00], [0.00, 0.00, 0.00], [0.01, 0.00, -0.01], [0.02, 0.05, 0.04], [-0.07, -0.06, 0.00], [0.03, -0.03, -0.05], [-0.05, 0.05, 0.01], [-0.02, 0.02, -0.07], [0.02, -0.01, 0.03], [-0.08, 0.05, -0.03], [-0.04, 0.02, -0.02], [0.04, -0.02, 0.03], [0.03, 0.00, 0.02], [-0.03, 0.02, -0.01], [0.05, -0.03, 0.01], [-0.02, 0.02, -0.02], [-0.01, 0.04, 0.05], [-0.01, -0.12, 0.02], [-0.20, 0.25, 0.01], [0.34, -0.19, 0.04], [0.31, -0.55, -0.77], [-0.01, 0.12, 0.13], [0.04, -0.03, 0.00], [0.02, -0.05, -0.02], [0.04, -0.03, -0.05], [-0.02, 0.03, 0.01], [0.08, -0.05, -0.03], [0.03, 0.09, 0.01], [0.01, 0.00, 0.03], [0.03, -0.03, 0.07], [0.03, 0.02, -0.08], [0.05, 0.07, 0.02], [-0.13, -0.08, 0.07], [-0.24, 0.09, 0.02], [0.08, -0.15, 0.08], [-0.01, 0.01, 0.00], [0.01, 0.01, -0.01], [-0.01, -0.02, 0.00], [0.01, 0.01, 0.03], [-0.03, 0.01, -0.02], [0.02, 0.05, -0.05], [-0.05, 0.00, 0.06], [0.00, -0.03, 0.02], [-0.01, 0.01, 0.00], [-0.02, -0.04, -0.01], [-0.03, 0.01, -0.07]], "mulliken_charge": [1.422, -1.468, -0.316, -1.191, -0.185, 1.022, -0.878, -0.694, -0.715, -0.694, -0.377, 1.002, 0.096, -1.248, -0.757, -1.007, 0.363, 0.918, -1.044, -0.547, -0.495, -0.594, -0.717, 1.191, -0.082, -1.889, 0.523, 0.443, 0.334, 0.475, 0.228, 0.119, 1.017, 0.312, 0.339, 0.348, 0.350, 0.466, 0.930, 0.042, 0.483, 0.215, 0.215, 0.805, 0.482, 0.373, 0.354, 0.363, 0.419, 0.915, 0.249, 0.661, -0.641, -0.463, -0.435, -0.656, 0.295, -0.990, -1.665, 2.706, -1.415, -1.045, -0.163, -0.660, 0.246, -0.466, -0.651, 0.941, -0.775, -0.660, 0.563, 0.062, 0.255, 0.449, 0.520, 0.464, 0.467, 0.025, 0.532, 0.260, 0.323], "e_above_lowest_ev": 0.000, "gap_ev": 7.19, "molar_mass_g_mol": 769.8}

No. 2
{"formula": "C31H38NOPPdSi", "method": "ωB97M-V/def2-TZVPD", "species": ["C", "C", "C", "C", "C", "C", "C", "C", "N", "Pd", "C", "P", "H", "H", "H", "H", "H", "H", "H", "H", "C", "C", "H", "C", "C", "H", "H", "H", "H", "H", "H", "H", "H", "H", "H", "H", "H", "H", "H", "O", "Si", "C", "C", "C", "C", "C", "C", "C", "C", "C", "C", "C", "C", "C", "C", "C", "C", "C", "C", "H", "H", "H", "H", "H", "H", "H", "H", "H", "H", "H", "H", "H", "H", "H"], "xyz": [[-2.670, 0.814, -4.114], [-1.536, 1.625, -3.989], [-0.818, 1.724, -2.779], [-1.246, 0.966, -1.653], [-2.446, 0.204, -1.774], [-3.140, 0.122, -2.994], [0.335, 2.709, -2.714], [0.375, 3.473, -1.380], [-0.290, 4.773, -1.441], [-0.377, 1.000, 0.210], [-3.034, -0.418, -0.520], [-2.639, 0.815, 0.816], [-1.193, 2.212, -4.849], [-4.058, -0.474, -3.056], [-3.202, 0.752, -5.069], [-2.522, -1.358, -0.237], [-4.115, -0.625, -0.618], [1.298, 2.189, -2.823], [0.242, 3.412, -3.560], [-0.030, 2.828, -0.559], [-3.215, 0.062, 2.398], [-3.834, 2.185, 0.511], [1.440, 3.664, -1.141], [-1.743, 4.686, -1.439], [0.200, 5.676, -0.410], [0.335, 0.612, 1.825], [-2.175, 5.697, -1.545], [-2.090, 4.079, -2.291], [-2.156, 4.233, -0.502], [-0.255, 6.674, -0.540], [-0.027, 5.331, 0.630], [1.296, 5.778, -0.502], [-4.880, 1.836, 0.575], [-3.667, 2.989, 1.248], [-3.636, 2.584, -0.498], [-4.283, -0.214, 2.346], [-2.614, -0.840, 2.604], [-3.066, 0.778, 3.224], [0.357, 1.448, 1.796], [-0.143, -0.680, -0.453], [0.950, -1.792, 0.085], [0.635, -3.634, -0.012], [-0.594, -4.165, 0.410], [-0.758, -5.547, 0.546], [0.299, -6.412, 0.258], [1.515, -5.896, -0.193], [1.682, -4.517, -0.337], [2.719, -1.320, -0.369], [3.794, -2.024, 0.227], [5.116, -1.623, 0.029], [5.391, -0.513, -0.769], [4.339, 0.188, -1.374], [3.012, -0.210, -1.174], [1.059, -1.572, 1.994], [0.002, -1.970, 2.835], [0.061, -1.768, 4.220], [1.171, -1.150, 4.802], [2.224, -0.733, 3.996], [2.176, -0.940, 2.614], [-1.417, -3.517, 0.671], [-1.699, -5.946, 0.903], [0.181, -7.479, 0.392], [2.340, -6.564, -0.405], [2.647, -4.159, -0.651], [3.609, -2.859, 0.893], [5.922, -2.158, 0.516], [6.418, -0.193, -0.903], [4.566, 1.061, -1.976], [2.212, 0.367, -1.613], [-0.880, -2.427, 2.435], [-0.759, -2.079, 4.852], [1.210, -0.982, 5.872], [3.078, -0.232, 4.440], [3.005, -0.554, 2.054]], "atomic_forces_ev_per_a": [[0.21, 0.12, 0.20], [-0.01, -0.26, 0.08], [-0.82, -0.69, 0.08], [-1.57, 1.41, -2.20], [0.37, 0.43, -0.45], [0.31, 0.09, 0.23], [-0.28, -0.25, 0.34], [0.84, 0.93, -0.59], [0.04, -0.12, 0.27], [-0.91, 4.37, 1.70], [0.03, 0.03, 0.37], [-1.04, -0.69, 0.01], [-0.15, -0.21, 0.28], [0.33, 0.24, 0.02], [0.21, 0.04, 0.39], [-0.15, 0.41, -0.19], [0.40, 0.19, 0.07], [-0.24, -0.01, -0.07], [0.17, -0.15, 0.46], [0.08, 0.59, -0.19], [-0.07, -0.01, -0.03], [0.19, 0.03, -0.01], [-0.54, -0.02, 0.05], [-0.22, -0.02, -0.06], [0.03, 0.15, 0.22], [0.22, 0.99, 0.21], [0.20, -0.38, 0.05], [0.14, 0.16, 0.33], [0.30, 0.21, -0.36], [0.18, -0.41, 0.04], [0.06, 0.09, -0.43], [-0.46, -0.01, 0.05], [0.45, 0.06, 0.00], [-0.09, -0.29, -0.28], [-0.13, -0.18, 0.39], [0.39, 0.11, 0.01], [-0.22, 0.39, -0.07], [-0.04, -0.29, -0.32], [0.24, -0.49, 0.45], [2.04, -7.31, -1.13], [0.04, 1.14, 1.15], [-0.01, -0.08, -0.62], [0.52, -0.78, -0.12], [0.33, 0.26, -0.08], [0.06, 0.43, -0.08], [-0.37, 0.26, 0.17], [-0.70, -0.50, 0.37], [0.29, -0.42, -0.31], [0.15, 0.58, -0.48], [-0.44, 0.12, -0.09], [-0.54, 0.07, -0.14], [0.19, -0.26, 0.36], [0.69, -0.36, 0.39], [0.49, 0.29, 0.45], [0.91, 0.54, 0.66], [0.36, 0.24, -0.23], [-0.23, -0.13, -0.28], [-0.26, -0.16, -0.31], [-1.06, -0.31, 0.64], [-0.12, 0.13, -0.09], [-0.03, -0.01, -0.03], [-0.03, -0.02, -0.02], [-0.01, -0.01, -0.05], [0.05, 0.21, -0.17], [-0.11, 0.02, -0.04], [-0.01, 0.00, -0.03], [-0.07, 0.03, -0.06], [-0.06, -0.05, -0.01], [-0.19, 0.00, -0.13], [-0.28, -0.26, -0.23], [-0.11, -0.06, 0.01], [-0.05, -0.05, -0.03], [-0.03, -0.04, -0.05], [0.13, -0.03, -0.40]], "mulliken_spin": [-0.015, 0.010, -0.033, 0.340, 0.102, 0.010, 0.122, -0.070, 0.020, 1.122, -0.005, 0.229, 0.002, 0.000, -0.001, -0.007, 0.003, -0.002, 0.001, -0.061, 0.033, 0.030, -0.036, 0.008, -0.004, -0.025, 0.000, 0.001, 0.000, 0.000, 0.002, 0.000, 0.006, 0.005, -0.008, 0.011, -0.009, 0.002, 0.090, 0.184, -0.131, 0.005, 0.012, 0.000, 0.001, 0.000, 0.000, 0.010, -0.002, 0.000, 0.000, 0.008, 0.018, 0.004, -0.010, 0.001, 0.001, -0.001, 0.009, -0.001, 0.000, 0.000, 0.000, 0.001, -0.001, 0.000, 0.000, 0.001, 0.009, 0.002, 0.000, 0.000, 0.001, 0.004], "gap_ev": [6.66, 7.16], "molar_mass_g_mol": 606.1, "multiplicity": 3}